(1)
The following is a DFT calculation (ωB97M-V with the def2-TZVPD basis set) of C4H7CuO2 as an isolated structure.

Geometry as XYZ:
```
14
Properties=species:S:1:pos:R:3:forces:R:3
Cu 1.2207 -0.2630 -0.7649 0.4988 0.5718 1.5693
O 3.1998 1.3482 1.4477 -0.2057 -1.0693 -0.1440
O 1.1647 1.5143 2.1490 1.2620 -0.4264 -0.3763
C -0.1584 1.1904 2.0617 -1.6938 -3.9759 1.3191
C 3.5510 2.3987 2.3798 0.1273 0.4975 0.4876
C -1.0452 2.2176 2.6391 -0.4320 0.2882 -0.2892
C 2.0194 0.8405 1.3924 -0.3810 0.9635 -1.4281
H -0.8463 2.3860 3.7125 -0.0280 -0.0938 -0.2964
H -0.9223 3.1779 2.1112 0.0350 -0.2542 0.2377
H 3.3223 2.0794 3.4020 0.0596 0.0648 -0.2792
H 2.9896 3.3067 2.1372 0.1523 -0.2244 0.0332
H -2.0903 1.9088 2.5147 0.2763 0.0612 0.1402
H -0.3870 -0.0404 2.3236 0.6671 3.6639 -0.9559
H 4.6257 2.5514 2.2549 -0.3378 -0.0668 -0.0180
```
Forces are in eV/Å.

Computed properties:
Net charge ... +1
Highest occupied orbital energy (alpha / beta) ... -12.2415 / -14.6325 eV
E_tot ... -1947.1365 hartree
2S+1 ... 2
Maximum force ... 4.5 eV/A
Energy above the lowest of the compared OMol25 structures with the same formula, charge and spin ... 21.9 kcal per mole
HOMO-LUMO gap (alpha / beta) ... 6.566 / 8.907 eV

***

(2)
The following is a DFT calculation (ωB97M-V with the def2-TZVPD basis set) of C65H56FInN10O3S5 as an isolated structure.

Geometry as XYZ:
```
141
Properties=species:S:1:pos:R:3:forces:R:3
In 0.5111 -0.9993 -0.9086 0.1408 0.0408 0.0106
S -2.7432 -1.8997 -1.2865 -0.0511 -0.0162 -0.0672
S -2.3825 4.1564 0.7661 0.0168 -0.1230 -0.0426
S 1.3666 -4.7673 -0.8069 0.0262 -0.0592 -0.0589
S -0.2630 2.1713 1.2647 -0.1732 0.5544 -0.0941
S -1.9847 2.7179 -1.5379 -0.0096 -0.0696 -0.0370
F 6.1511 -4.1360 -1.0497 -0.0221 0.0015 -0.0085
O 0.6189 0.0509 3.6836 0.0606 0.0449 0.1217
O 2.7896 -0.7126 0.1563 -0.0820 -0.1425 -0.3155
O 0.6901 0.3839 1.4703 0.1481 0.0048 0.0777
N 3.3041 -3.0017 3.5161 -0.0956 0.0210 -0.0103
N -2.2836 -4.3922 -0.3710 0.0512 0.0653 -0.0510
N 1.2858 -3.5291 -1.9605 -0.0262 -0.0139 0.1556
N -1.0315 1.5831 -1.0878 -0.1771 0.0815 -0.0816
N 1.2669 -1.3984 -3.6312 0.0279 -0.0167 -0.0848
N 2.1549 -4.8879 -3.6892 -0.0680 0.0862 -0.0322
N -2.1504 -4.2067 -2.5351 -0.0500 0.0335 0.0196
N -2.9844 3.3536 -0.4700 -0.0740 0.0190 -0.0702
N -1.0347 3.7684 1.3427 -0.1067 -0.0030 -0.0393
N 0.0442 2.0524 -0.2758 0.1294 -0.1502 0.2605
C 3.8511 -2.5195 1.2171 0.0625 -0.0561 -0.0663
C -3.4218 6.5503 0.0087 -0.0534 -0.0145 0.0123
C -3.6101 0.1057 3.5152 -0.0069 -0.0307 -0.0245
C -4.6761 4.8348 3.9589 0.0227 0.0052 -0.0529
C 0.0246 6.2476 -3.5291 -0.0215 0.0015 -0.0138
C 2.3952 3.4784 3.9993 -0.0408 -0.0235 0.0062
C -3.0198 1.2360 4.0602 0.0006 0.0625 0.0044
C -1.1845 4.0883 -2.3398 -0.0340 -0.0507 0.0664
C 4.9354 -4.3878 2.3415 0.0223 0.0840 -0.1252
C 1.0856 -2.8953 -5.4858 0.0030 0.0759 0.0359
C -0.9320 7.7911 -0.1478 0.0247 -0.0861 0.0455
C 1.2595 2.9071 3.4414 0.0523 -0.0044 -0.0004
C 5.4527 -3.8413 0.0591 -0.0347 0.0100 0.0154
C 2.8603 -5.7940 -2.8581 -0.0112 -0.0226 0.1002
C -2.1498 -5.7768 -0.8021 0.0412 -0.1206 0.0030
C -3.7644 4.0962 1.8790 0.1045 -0.0318 0.0514
C -4.3888 2.2568 -2.7563 0.0115 -0.0006 0.0297
C 1.6175 -3.7286 -3.1740 0.0173 0.0434 -0.0043
C 0.7920 5.1725 -3.1093 0.0193 -0.0347 0.0279
C 2.6039 -5.8278 -1.4926 0.0241 -0.0321 -0.0307
C -1.9320 -5.6295 -2.3253 0.0131 -0.1431 -0.0283
C -2.0866 8.4876 -0.4688 0.0202 0.0248 -0.0060
C 3.6448 -3.6955 4.7863 0.0775 0.0124 0.0192
C 3.3239 3.8345 1.8099 -0.0102 -0.0116 0.0063
C -2.4513 1.0469 -3.5947 -0.0208 -0.0026 0.0202
C -3.2541 0.4431 -4.5460 0.0354 0.0322 0.0578
C -5.8091 3.1539 2.6548 -0.0007 -0.0120 0.0257
C 5.6392 -4.6381 1.1829 -0.0559 0.0348 -0.0115
C -4.6066 0.7428 -4.6104 -0.0107 -0.0055 -0.0011
C 2.8840 -1.4128 1.1789 0.1537 0.0324 0.1199
C 3.2991 -6.7107 -0.6836 0.0245 0.0357 -0.0013
C 1.0694 -0.1968 2.5757 -0.1169 -0.0683 -0.1345
C -3.6764 4.9069 3.0045 -0.0128 0.0267 0.0356
C -4.8116 3.2103 1.6925 -0.0241 -0.0581 -0.0625
C -3.0379 1.9442 -2.7110 0.0028 0.0645 0.0234
C -1.5748 1.3626 2.1792 0.0175 -0.1277 -0.1725
C 1.1894 2.8263 2.0627 -0.0197 -0.0347 -0.0053
C -2.2548 5.8693 0.3294 0.0924 0.0256 0.1374
C 0.9744 -0.3957 -4.4485 0.0329 0.0510 -0.0699
C 2.1985 3.2729 1.2265 0.0595 -0.0100 0.0076
C 4.0355 -3.3029 2.3620 0.0268 -0.0376 -0.0590
C 0.1905 4.0745 -2.5098 0.0898 -0.0795 -0.0515
C 4.5740 -2.7954 0.0514 0.0360 -0.0955 0.0250
C 1.3329 -2.6275 -4.1443 -0.0288 -0.0413 -0.0336
C 4.2289 -7.5805 -1.2350 0.0110 0.0245 -0.0266
C -3.3300 7.8712 -0.3901 -0.0208 -0.0010 -0.0355
C 2.1185 -1.2450 2.3751 -0.0527 -0.0883 0.2079
C 5.1147 -5.2682 3.5450 0.0449 -0.0634 0.0545
C -5.1728 1.6429 -3.7203 -0.0134 0.0387 0.0325
C -1.0062 6.4655 0.2614 -0.0697 0.0379 -0.0224
C 3.8077 -6.6414 -3.4056 -0.0108 0.0022 0.0211
C -1.9698 5.1519 -2.7639 -0.0503 0.1037 -0.0601
C -1.3550 6.2361 -3.3640 -0.0399 -0.0238 -0.0250
C -3.1893 -0.3808 2.2853 0.0664 0.0761 -0.0096
C -2.3864 -3.5339 -1.4000 -0.0395 0.2166 0.0424
C -5.7415 3.9598 3.7809 -0.0018 -0.0011 -0.0154
C 2.5842 -3.5358 5.8581 0.0154 -0.0147 0.0167
C 0.7294 -0.5577 -5.8049 0.0042 -0.0471 -0.0117
C 0.7792 -1.8380 -6.3304 0.0074 0.0518 0.0719
C -2.0142 1.8988 3.3759 -0.0879 0.0744 0.0843
C 3.9197 -5.1589 4.4736 0.0047 0.0016 0.0490
C 3.4201 3.9434 3.1900 -0.0119 0.0079 -0.0241
C -2.1399 0.2310 1.6150 -0.0253 -0.0839 0.0361
C 2.3965 -2.0267 3.4716 0.0368 0.0752 -0.0190
C 4.4840 -7.5414 -2.5957 0.0047 -0.0048 0.0318
H 2.8924 -4.1213 6.7230 0.0024 -0.0071 0.0028
H 0.5813 -2.0150 -7.3780 -0.0046 -0.0046 -0.0349
H -1.7885 -0.1760 0.6776 -0.0229 0.0201 0.0119
H -6.6378 2.4724 2.5239 -0.0163 -0.0166 -0.0082
H 4.0073 -6.6106 -4.4691 0.0166 0.0201 -0.0445
H 2.4773 3.5459 5.0754 -0.0055 0.0027 0.0045
H 3.0280 -5.6013 4.0191 -0.0034 0.0065 -0.0084
H 0.0308 8.2791 -0.2043 0.0223 0.0041 -0.0022
H 1.0989 -3.9079 -5.8633 0.0034 -0.0245 -0.0271
H -2.2430 -3.7585 -3.4277 0.0065 0.0017 0.0006
H -6.2287 1.8665 -3.7722 -0.0222 0.0064 0.0087
H 6.3338 -5.4658 1.1307 0.0244 -0.0375 -0.0010
H 3.1026 -6.7229 0.3801 0.0011 0.0128 0.0683
H -2.8218 -0.2731 -5.2287 0.0342 -0.0362 -0.0480
H -4.6283 5.4631 4.8365 0.0085 0.0231 0.0254
H -5.2272 0.2656 -5.3552 -0.0276 -0.0155 -0.0307
H 2.4685 -2.5079 6.1942 -0.0057 0.0368 0.0127
H 1.6170 -3.9129 5.5249 -0.0350 -0.0056 -0.0291
H 4.1094 -5.6912 5.4056 0.0033 0.0119 -0.0025
H -4.8420 2.5726 0.8211 0.0037 -0.0017 -0.0080
H 4.1327 4.1777 1.1795 -0.0001 0.0115 -0.0109
H -2.8435 5.5862 3.1330 0.0499 0.0201 -0.0007
H -1.2937 -6.2507 -0.3231 -0.0363 -0.0194 -0.0178
H -4.3842 6.0600 0.0785 -0.0323 -0.0082 -0.0009
H -0.1246 5.9006 0.5238 0.0731 -0.0448 0.0340
H 0.5014 7.0983 -3.9964 0.0131 0.0198 -0.0081
H 4.3000 4.3859 3.6354 0.0235 0.0007 0.0123
H 2.1151 3.1631 0.1571 -0.0104 -0.0056 -0.0289
H -0.9185 -5.9154 -2.6121 -0.0154 -0.0013 0.0121
H 0.7748 3.2311 -2.1690 -0.0086 0.0111 0.0016
H 0.9408 0.5918 -3.9966 0.0114 -0.0109 0.0026
H 4.5783 -3.2387 5.1389 -0.0547 -0.0364 0.0043
H 1.8505 -1.8190 4.3783 -0.0280 0.0031 0.0050
H 0.5067 0.2984 -6.4255 -0.0041 0.0158 -0.0181
H 4.7539 -8.2804 -0.6021 0.0230 -0.0425 0.0299
H 0.4881 2.4980 4.0726 -0.0095 -0.0108 0.0086
H -3.0514 -6.3473 -0.5719 0.0274 0.0080 -0.0113
H 2.5418 -4.8019 -4.6172 -0.0140 -0.0188 0.0385
H -1.4028 0.8058 -3.5163 0.0422 -0.0087 0.0236
H -4.8178 2.9478 -2.0457 -0.0039 0.0360 0.0198
H -2.0217 9.5225 -0.7759 0.0034 0.0196 -0.0047
H 5.2725 -6.2987 3.2234 -0.0096 0.0127 0.0078
H -1.9517 7.0707 -3.7038 -0.0183 0.0176 -0.0095
H -1.5898 2.8089 3.7726 0.0062 0.0019 0.0123
H 5.2124 -8.2083 -3.0326 0.0270 -0.0289 -0.0196
H 4.4200 -2.1843 -0.8262 -0.0011 0.0170 -0.0061
H -3.3497 1.6169 5.0163 -0.0144 0.0190 0.0355
H 1.8635 5.1843 -3.2467 0.0477 -0.0017 -0.0050
H -3.0429 5.1367 -2.6290 -0.0334 -0.0090 0.0167
H -4.4041 -0.3968 4.0507 -0.0218 -0.0020 0.0097
H -3.6585 -1.2456 1.8376 -0.0113 -0.0329 -0.0348
H -2.5463 -4.1061 0.5548 -0.0159 -0.0190 -0.0137
H 6.0207 -4.9685 4.0815 -0.0176 -0.0124 0.0048
H -2.6449 -6.2221 -2.8991 0.0431 -0.0182 0.0271
H -6.5245 3.9109 4.5249 -0.0156 -0.0055 0.0189
H -4.2265 8.4237 -0.6350 -0.0192 -0.0007 0.0025
```
Forces are in eV/Å.

Computed properties:
Net charge ... +2
Highest occupied orbital energy ... -11.0975 eV
E_tot ... -5564.1195 hartree
2S+1 ... 1
Maximum force ... 0.6 eV/A
Energy above the lowest of the compared OMol25 structures with the same formula, charge and spin ... 100.0 kcal per mole
HOMO-LUMO gap ... 7.110 eV